# 1
Entry from OMol25: a structure of composition C3H3FS (ωB97M-V with the def2-TZVPD basis set).

The geometry in XYZ format:
```
8
Properties=species:S:1:pos:R:3:forces:R:3
C -0.00053 0.52936 1.28644 -0.01 -0.60 -1.22
C -0.33829 -0.20507 0.18677 -0.29 1.07 2.93
C 0.29388 -0.10068 -1.02608 -0.27 -3.49 -6.54
F 1.26836 0.69162 -1.36010 -0.63 -0.04 1.22
S -0.36968 -1.63480 -2.79036 1.24 3.00 3.50
H -0.51956 0.40250 2.21536 -0.19 -0.03 0.30
H 0.81292 1.23573 1.25609 0.11 0.15 -0.02
H -1.14710 -0.91866 0.23187 0.04 -0.06 -0.16
```
Forces are in eV/Å.

Summary:
Orbital gap (spin up / spin down) in eV: 5.80 / 5.74
Energy above the lowest of the compared OMol25 structures with the same formula, charge and spin in kcal/mol: 92.0

=====

# 2
Entry from OMol25: a structure of composition C33H32O7P4RhTe (ωB97M-V with the def2-TZVPD basis set).

The geometry in XYZ format:
```
78
Properties=species:S:1:pos:R:3:forces:R:3
Rh 1.09068 0.42507 1.24121 0.73 0.56 0.93
O 2.17065 3.15373 4.44036 0.16 0.22 -0.32
P 2.33521 2.35309 3.08266 0.00 0.01 -0.23
O 2.59537 3.13758 1.82683 0.21 -0.05 1.47
O 1.03756 1.53534 3.03657 0.41 -0.40 -0.48
O 3.63412 1.45707 3.41279 -0.33 -0.56 0.09
P 4.05710 0.08858 2.59849 1.05 -0.96 0.69
O 3.27279 -1.14453 3.31693 -0.35 -0.20 1.22
O 5.50820 -0.16347 2.70580 -0.96 0.69 -0.33
O 3.28079 0.17850 1.29697 0.23 0.02 -0.08
H 3.01781 3.30455 4.86415 0.25 0.23 0.21
H 3.64110 -1.49898 4.16415 -0.07 0.79 -1.22
C 0.94511 -3.12564 0.01010 1.89 -1.51 -0.42
P 0.79209 -1.30988 -0.30780 0.69 -1.15 1.09
C 1.82810 -1.12611 -1.73760 0.94 0.67 -1.61
C 1.24343 -1.36109 -3.01889 0.72 0.41 2.15
C 1.74125 -0.69592 -4.11269 -0.14 -0.76 0.15
C 2.86320 0.09185 -3.98655 0.91 -0.07 0.84
C 3.53330 0.28449 -2.76837 -1.68 -1.14 -0.34
C 3.03203 -0.36302 -1.62898 -1.03 0.10 -0.88
C -0.79565 -0.68160 -0.72522 -2.22 -0.05 -0.56
C -1.57156 -0.85352 -1.90654 0.25 0.66 -0.23
C -2.29968 0.27161 -2.41574 -0.18 -2.22 0.91
C -2.57116 1.35281 -1.58987 1.80 -0.27 0.76
C -1.95919 1.41692 -0.30308 -1.14 -0.39 -0.09
C -1.12161 0.38924 0.14854 -0.74 0.77 -0.53
P 0.02378 -4.19340 1.22392 -1.19 1.26 -1.88
C -0.39793 -3.17619 2.57994 -0.18 1.22 2.18
C 0.32031 -3.23421 3.81177 0.66 -1.60 -2.17
C 0.03225 -2.45418 4.86012 -0.58 1.77 0.96
C -1.14884 -1.66938 4.77848 1.62 1.13 4.06
C -1.85779 -1.53886 3.65729 -0.48 -1.09 -1.97
C -1.43889 -2.23727 2.52728 -0.09 -0.80 -0.15
C -1.54845 -4.50434 0.39230 0.20 -0.68 -0.24
C -1.49878 -4.78406 -1.01170 -0.01 0.52 0.43
C -2.66130 -4.77189 -1.76886 0.76 -0.03 1.13
C -3.85934 -4.63332 -1.10482 -0.45 0.55 0.12
C -3.94098 -4.47373 0.28900 0.04 -0.56 -0.44
C -2.81476 -4.45819 1.06937 0.89 -0.46 -0.17
H 2.00829 -3.15158 0.37300 -0.66 0.10 -0.05
H 1.07672 -3.62515 -0.98084 -0.47 0.06 0.74
H 0.39903 -2.02613 -2.95920 -0.27 0.08 -0.87
H 1.28487 -0.80841 -5.06786 -0.23 -0.16 -0.62
H 3.31281 0.45419 -4.87795 0.11 0.75 -0.60
H 4.31661 1.00004 -2.72734 0.85 0.13 0.21
H 3.48704 -0.18606 -0.67345 0.06 -0.05 0.37
H -1.58792 -1.85870 -2.42505 0.32 1.57 0.32
H -2.77830 0.16974 -3.38796 0.04 0.12 0.22
H -3.17199 2.13628 -2.00091 -0.25 0.52 0.22
H -2.24941 2.19203 0.41165 0.19 -0.06 -0.43
H -0.80467 0.42690 1.26010 -0.68 -0.20 -1.23
H 1.11860 -3.95733 3.87616 0.35 0.04 0.05
H 0.75542 -2.34530 5.68882 -0.91 -0.38 -0.28
H -1.42570 -1.08736 5.71316 0.21 -0.80 -1.31
H -2.82637 -1.10470 3.57631 -0.32 0.91 0.26
H -2.04495 -2.13047 1.65440 -0.07 0.06 -0.60
H -0.55825 -4.94115 -1.54361 -0.13 0.13 0.42
H -2.60819 -4.84800 -2.83137 -0.07 -0.24 -0.51
H -4.73805 -4.61267 -1.72235 -0.50 -0.07 0.13
H -4.88826 -4.46564 0.78670 -0.49 0.14 -0.02
H -2.93265 -4.47471 2.16813 0.42 0.28 -0.79
C 0.88665 4.42868 0.13596 2.44 0.08 0.00
Te 1.95121 2.39722 -0.38340 -1.66 3.64 -1.44
C 0.78690 2.98080 -2.36509 1.53 -2.14 1.25
C -0.00800 4.19825 -2.15701 -1.49 -0.29 -0.39
C -1.03478 4.45863 -3.11676 1.32 0.76 1.00
C -2.03122 5.35587 -2.80412 -1.05 0.06 -0.94
C -1.97001 6.09873 -1.62536 0.24 0.17 -0.27
C -0.88328 5.94339 -0.80147 -0.23 -0.25 1.20
C 0.00996 4.87584 -0.94966 -0.64 -0.31 -1.19
H 1.70990 5.20581 0.22112 -0.58 -1.29 0.35
H 0.41073 4.28735 1.09696 -0.02 -0.02 0.09
H 0.19101 2.09469 -2.59635 -0.11 0.20 -0.22
H 1.62998 3.00631 -3.05069 -0.04 0.30 -0.20
H -0.87353 4.06014 -4.10272 -0.57 -0.45 -0.20
H -2.88830 5.48836 -3.49765 0.74 0.02 0.48
H -2.72883 6.82482 -1.35637 0.03 -0.03 -0.23
H -0.81342 6.55164 0.09378 -0.03 -0.02 0.05
```
Forces are in eV/Å.

Summary:
⟨S²⟩: 6.0267
Orbital gap (spin up / spin down) in eV: 6.86 / 3.67
Total charge: +1
Multiplicity: 5
Energy above the lowest of the compared OMol25 structures with the same formula, charge and spin in kcal/mol: 29.6

=====

# 3
Entry from OMol25: a structure of composition C17H16F6N6O5S3W (ωB97M-V with the def2-TZVPD basis set).

The geometry in XYZ format:
```
54
Properties=species:S:1:pos:R:3:forces:R:3
W 0.42241 0.78438 0.57304 -0.45 0.48 -0.09
C 0.66595 -3.52072 -0.24538 -0.04 0.06 -0.11
C 0.28863 -2.18140 0.26051 0.51 0.79 -1.06
N 0.58244 -1.05826 -0.39382 -0.36 -0.79 1.40
N 1.12463 -1.12364 -1.60617 0.61 0.18 -1.38
C 1.35352 0.07834 -2.09461 -0.46 -1.57 0.77
O 1.07839 1.08285 -1.28829 -0.42 0.92 0.65
C 1.82234 0.25484 -3.45134 0.21 0.35 -0.38
C 2.13944 -0.86658 -4.23184 -0.09 0.21 0.24
C 2.56974 -0.69971 -5.53152 0.05 0.00 -0.01
C 2.68639 0.57288 -6.07586 -0.05 0.01 0.19
C 2.37877 1.68801 -5.30598 0.03 0.04 -0.07
C 1.94994 1.53606 -4.00310 -0.06 -0.25 0.27
C -0.50220 -1.92829 1.43808 -0.44 -0.05 0.69
C -1.03328 -2.89892 2.29434 0.47 0.51 -0.63
C -1.85772 -2.50138 3.33397 -0.14 0.51 0.00
C -2.17227 -1.15083 3.46684 0.14 -0.29 -0.20
C -1.63924 -0.24158 2.56862 -0.36 0.37 0.26
N -0.78760 -0.60144 1.60261 -0.12 -0.46 0.31
H 1.07046 -3.42178 -1.25014 -0.05 -0.11 0.10
H -0.18913 -4.19504 -0.25122 -0.08 0.00 -0.02
H 1.42286 -3.96871 0.39922 0.09 0.02 0.09
H 2.04107 -1.84868 -3.80196 0.02 -0.15 0.01
H 2.83044 -1.56354 -6.12054 -0.02 -0.11 -0.09
H 3.01834 0.69438 -7.09607 0.04 0.02 -0.05
H 2.48332 2.67601 -5.72425 -0.02 0.11 -0.06
H 1.70282 2.39713 -3.39964 0.03 0.11 -0.01
H -0.79320 -3.93839 2.13463 0.02 -0.06 -0.03
H -2.28182 -3.22833 4.01133 0.05 -0.05 0.05
H -2.82214 -0.80255 4.25339 -0.09 0.05 0.00
H -1.90539 0.81160 2.60817 0.14 -0.22 0.11
F 3.03350 2.14941 0.08581 0.77 0.00 0.15
C 3.80382 1.14177 0.57329 -0.73 0.25 -0.65
F 3.36424 0.04313 -0.06566 0.81 -0.14 0.06
F 5.04892 1.36703 0.27698 -0.08 -0.11 0.70
S 3.19947 0.93723 2.37105 0.43 0.87 -1.36
O 2.02435 0.11876 2.01753 -1.05 -0.56 -0.53
O 4.18214 0.37669 3.19129 0.38 -0.21 0.48
N 2.71583 2.39335 2.75345 -0.13 0.35 0.61
S 1.21036 2.73870 2.55245 0.50 0.22 0.45
O 0.87987 2.97430 1.13363 -0.23 -0.40 -0.79
O 0.28072 1.74243 3.03669 -0.53 -0.34 0.19
C 0.79032 4.38508 3.37549 -0.12 0.49 0.01
F 1.21125 4.46006 4.60881 0.13 -0.36 -0.12
F 1.27093 5.37467 2.65216 0.25 -0.25 -0.07
F -0.53542 4.42437 3.33042 0.14 -0.22 0.01
N -0.27454 3.73276 -1.18867 -0.14 0.10 -0.09
C -1.47834 3.32037 -0.82445 0.68 0.00 -0.07
N -2.52299 4.12718 -0.85978 -0.12 0.04 -0.08
S -1.74375 1.70243 -0.28103 0.20 -0.60 0.36
H -0.09292 4.70600 -1.38861 0.01 -0.06 -0.08
H 0.51247 3.09003 -1.16977 -0.34 0.30 -0.16
H -2.46219 5.07780 -1.19910 -0.03 -0.13 -0.05
H -3.43773 3.75153 -0.65615 0.05 0.14 0.08
```
Forces are in eV/Å.

Summary:
⟨S²⟩: 2.0461
Orbital gap (spin up / spin down) in eV: 6.94 / 5.97
Total charge: +2
Multiplicity: 3
Energy above the lowest of the compared OMol25 structures with the same formula, charge and spin in kcal/mol: 31.9

=====

# 4
Entry from OMol25: a structure of composition C27H16BrN5O11Pt (ωB97M-V with the def2-TZVPD basis set).

The geometry in XYZ format:
```
61
Properties=species:S:1:pos:R:3:forces:R:3
Pt -0.32985 1.49931 -0.19229 -0.17 0.29 -0.48
O 3.78727 -0.17833 -0.79042 0.01 -0.04 -0.07
C 4.10579 -0.22550 0.51851 -0.03 0.02 -0.01
C 5.30521 -0.85239 0.85466 0.02 -0.01 0.01
C 5.69208 -0.95382 2.17318 -0.01 0.00 0.01
C 4.89088 -0.43590 3.19107 0.02 -0.01 -0.01
C 3.70732 0.18590 2.86470 0.00 0.02 -0.02
C 3.29725 0.30985 1.53108 -0.03 0.03 -0.01
C 2.01275 0.96454 1.23929 -0.11 0.11 -0.06
O 1.65049 1.07147 -0.03909 -0.10 0.36 0.11
N 1.28451 1.42352 2.20128 -0.08 -0.32 0.00
N 0.11490 1.94045 1.69987 -0.40 -0.11 0.43
C -0.57449 2.75820 2.42529 0.55 -0.25 -0.26
C -1.44722 3.73433 1.85192 -0.27 0.04 -0.17
C -2.31853 4.46504 2.67049 0.02 -0.11 -0.14
C -3.07382 5.48965 2.14920 -0.01 0.09 -0.13
C -2.94172 5.80878 0.79490 0.08 -0.12 0.03
C -2.06811 5.11289 -0.02415 -0.14 0.28 -0.02
C -1.30309 4.07259 0.48489 0.44 -0.35 -0.04
O -0.41061 3.47426 -0.33815 -0.17 0.32 0.39
H 2.91027 0.24292 -0.87193 0.07 -0.01 0.00
H 5.90928 -1.25569 0.05319 0.00 0.00 0.00
H 6.62492 -1.44605 2.41675 0.00 0.00 0.00
H 5.19195 -0.52505 4.22542 0.00 0.00 0.00
H 3.06420 0.58991 3.63362 0.00 0.00 0.00
H -0.34368 2.76646 3.48727 0.15 0.10 -0.09
H -2.39018 4.20466 3.71955 -0.01 0.00 0.00
H -3.75666 6.04417 2.77727 0.00 0.00 0.00
H -3.53425 6.61221 0.37639 0.00 -0.01 -0.01
H -1.95949 5.35100 -1.07387 -0.02 0.06 0.01
Br 1.77728 1.21694 -3.13835 0.02 0.00 0.00
C -0.06490 0.92246 -3.25809 0.03 0.09 -0.05
C -0.58309 0.46698 -4.46189 -0.02 0.01 0.02
C -1.95086 0.31468 -4.58647 0.00 0.01 0.03
C -2.76539 0.64861 -3.51534 0.01 0.00 -0.08
C -2.17224 1.07737 -2.35168 -0.03 -0.06 -0.10
N -0.84239 1.19575 -2.21308 0.05 0.05 -0.10
C -3.00529 1.43222 -1.15062 -0.13 0.09 -0.05
O -4.20455 1.51818 -1.23922 0.14 -0.08 0.09
O -2.31228 1.64798 -0.06583 0.11 -0.03 0.21
H 0.09186 0.24504 -5.27416 0.00 -0.01 0.00
H -2.37375 -0.05027 -5.51259 0.00 0.00 0.00
H -3.84285 0.58188 -3.54442 -0.01 0.00 0.01
O -0.44553 -0.49198 -0.42930 0.00 -0.45 0.88
C -0.43202 -1.30690 0.59988 0.11 -0.40 -0.34
O -0.33470 -1.01840 1.76744 -0.07 0.28 0.04
C -0.52421 -2.75353 0.16727 -0.03 0.06 -0.07
C -0.46370 -3.74439 1.13677 0.00 0.03 0.02
C -0.54928 -5.06555 0.74254 0.06 -0.01 -0.01
C -0.69449 -5.44619 -0.57725 -0.03 -0.03 0.00
C -0.75196 -4.43252 -1.51177 -0.24 0.00 0.00
C -0.66658 -3.09729 -1.16992 -0.03 0.06 0.03
N -0.91205 -4.79107 -2.93696 0.91 -0.02 -0.09
O -0.90965 -3.88254 -3.74392 -0.33 0.05 0.03
O -0.91953 -5.96875 -3.22092 -0.32 -0.02 0.06
N -0.48312 -6.12500 1.77249 -0.15 0.00 0.03
O -0.34942 -5.77394 2.92444 0.05 0.00 -0.02
O -0.58752 -7.27358 1.39629 0.06 0.01 -0.01
H -0.35207 -3.47687 2.17734 0.00 -0.01 0.01
H -0.76115 -6.48466 -0.86146 0.00 0.00 0.00
H -0.71189 -2.33404 -1.93110 0.00 -0.02 -0.01
```
Forces are in eV/Å.

Summary:
Orbital gap in eV: 7.25

=====

# 5
Entry from OMol25: a structure of composition C14H50B2O11PdPtSSr (ωB97M-V with the def2-TZVPD basis set).

The geometry in XYZ format:
```
81
Properties=species:S:1:pos:R:3:forces:R:3
Pt -3.32205 1.59083 0.58389 -1.26 0.97 1.63
Sr -1.36482 1.46282 -3.62693 0.26 0.76 0.32
Pd 0.64999 -2.85906 -0.26361 0.17 -1.97 0.64
B -3.41170 0.65619 2.73781 1.19 -0.75 -1.15
H -3.65854 0.49097 3.77512 -1.11 -0.24 3.51
H -4.21648 1.28805 2.39525 -3.79 3.19 -1.53
H -2.41943 1.07802 2.69666 3.85 1.67 0.13
H -3.40119 -0.25517 2.16027 -0.12 -3.89 -1.85
B -3.10526 2.35791 -1.76652 0.26 0.08 0.32
H -2.05324 2.48215 -1.56148 4.23 0.51 0.57
H -3.25821 2.57111 -2.81314 -1.41 1.02 -3.87
H -3.37169 1.33371 -1.55615 -1.00 -4.35 0.32
H -3.62560 3.01974 -1.09164 -2.10 2.89 2.09
S -0.58397 0.18039 -0.53769 -1.31 -1.45 0.70
O 0.15015 1.38641 -0.34931 0.98 2.18 -0.07
O -1.86674 0.22450 0.12333 0.08 -1.35 0.28
O -0.81857 -0.07904 -1.97317 0.15 0.01 -1.41
O 0.17682 -0.93738 0.01819 0.04 0.87 0.60
C -3.56582 -3.36696 0.36759 1.36 0.36 0.99
C -2.13750 -3.33999 1.07951 -3.16 0.50 1.32
O -1.20018 -4.03275 0.38524 2.61 -1.17 -2.40
H -4.27665 -2.92524 1.06595 -0.08 0.06 -0.17
H -3.86362 -4.40192 0.19946 0.09 -0.13 0.16
H -3.63133 -2.87090 -0.60078 0.30 0.27 0.12
H -2.23457 -3.86582 2.02934 -0.46 0.18 0.31
H -1.67667 -2.38986 1.34972 -0.63 0.40 -0.41
H -1.44157 -4.95731 0.29295 0.07 -0.16 -0.14
C 4.63044 -2.00531 -1.38199 0.78 -0.81 0.81
C 3.89428 -2.29705 -0.00648 2.46 0.33 -2.28
O 2.59063 -1.87429 -0.23708 -1.74 -1.36 0.00
H 5.65175 -2.38434 -1.41917 0.14 -0.16 0.47
H 4.75253 -0.97624 -1.71995 -0.65 0.15 0.38
H 4.13532 -2.61146 -2.14064 -0.33 0.27 -0.06
H 4.29319 -1.78323 0.86814 0.19 0.00 -0.11
H 4.00387 -3.37324 0.12730 -0.59 0.01 0.28
H 2.54602 -0.92439 -0.10550 -0.30 1.47 0.25
C -1.71537 4.98114 0.40226 0.10 2.89 1.44
C -1.21371 4.17485 1.58976 -1.71 0.55 -1.91
O -1.59417 2.92026 1.05583 1.31 -2.49 1.02
H -1.47725 4.69782 -0.62298 0.70 -0.53 0.42
H -1.28269 5.95669 0.62402 -0.54 0.76 -0.75
H -2.80419 5.03035 0.41494 0.01 0.20 0.20
H -1.75898 4.30646 2.52436 0.19 0.44 -0.11
H -0.13721 4.29125 1.71501 0.00 -0.45 0.20
H -0.75950 2.60237 0.70389 -0.24 -0.99 -0.48
C -0.46621 -3.67952 -4.28865 -0.24 0.76 -0.06
C -1.30442 -3.11894 -3.14146 0.59 -1.57 -0.32
O -0.39223 -2.59292 -2.19190 0.68 0.10 0.43
H 0.14132 -2.84138 -4.63006 0.00 0.07 -0.33
H -1.08571 -4.01881 -5.11884 0.13 -0.22 0.09
H 0.27452 -4.41858 -3.98337 -0.45 -0.29 0.16
H -1.89645 -3.86573 -2.61241 -0.33 0.00 -0.37
H -1.91825 -2.27642 -3.46005 -0.35 -0.22 -0.16
H -0.65413 -1.66997 -2.15764 0.43 0.81 0.41
C 0.06445 -2.60233 4.18000 1.05 0.02 -0.03
C 0.82717 -2.15977 2.91673 -0.45 1.29 1.65
O 1.02387 -3.23203 2.03007 -0.64 -0.54 -1.59
H -0.13722 -1.80697 4.89752 0.23 0.33 -0.30
H 0.74000 -3.28332 4.69767 -0.44 -0.45 0.24
H -0.91058 -3.03634 3.95852 0.24 -0.25 -0.19
H 1.83440 -1.77639 3.07985 -0.13 0.33 0.73
H 0.24711 -1.33694 2.49891 0.07 -0.37 -0.83
H 1.47675 -3.94334 2.48892 0.10 -0.18 0.00
C 2.83084 3.68207 -2.33655 0.07 0.85 -0.94
C 1.31281 3.96922 -2.71972 2.24 0.17 1.03
O 0.70057 2.68950 -2.65181 -1.28 -0.63 -1.27
H 3.02505 3.24181 -1.35851 -0.67 -0.20 0.08
H 3.56024 4.49058 -2.38545 -0.67 0.83 0.14
H 3.30475 3.05378 -3.09071 -0.56 -0.59 -0.05
H 1.18965 4.42203 -3.70354 0.18 -0.41 -0.11
H 0.77529 4.61687 -2.02712 0.34 0.19 0.20
H 0.85670 2.36621 -1.76147 -0.10 -0.38 0.38
C 2.91748 2.47110 2.12303 -0.14 -1.59 -0.05
C 2.85729 0.92504 1.74111 -0.90 1.46 0.58
O 2.51243 0.77020 0.38189 1.79 -0.62 -1.08
H 3.64918 3.07525 1.58664 0.25 -0.48 -0.10
H 3.09107 2.58305 3.19329 -0.06 0.05 -0.03
H 1.94559 2.89674 1.87330 -0.16 0.00 0.16
H 2.02862 0.42136 2.23882 -0.01 0.37 0.92
H 3.73261 0.32963 2.00073 0.33 0.41 -0.37
H 1.61898 1.08222 0.22069 -0.11 0.20 0.21
```
Forces are in eV/Å.

Summary:
⟨S²⟩: 6.0063
Orbital gap (spin up / spin down) in eV: 7.96 / 6.59
Total charge: +2
Multiplicity: 5

=====

| no. | F_max (Eh/bohr) |
| --- | --- |
| 1 | 0.1442 |
| 2 | 0.0878 |
| 3 | 0.0351 |
| 4 | 0.0192 |
| 5 | 0.1009 |